No. 1
DFT (wB97M-V/def2-TZVPD) results for C30H34N3 as an isolated structure.

Geometry as XYZ:
```
67
Properties=species:S:1:pos:R:3:forces:R:3:nbo_charge:R:1
C 3.328 -3.336 -0.974 0.19 -0.10 0.11 -0.41
N 2.341 -2.313 -1.313 0.07 0.17 0.20 -0.41
C 2.391 -1.111 -0.715 0.13 0.04 0.02 0.35
C 1.571 -0.029 -0.959 0.43 0.32 -0.38 -0.36
C 2.093 1.164 -0.317 1.02 -1.81 -1.13 -0.15
C 3.379 0.752 0.428 -0.26 0.04 0.17 -0.42
C 3.472 -0.775 0.292 -0.03 -0.11 0.11 -0.47
C 1.555 -2.542 -2.494 -0.41 -0.37 -0.53 0.11
C 0.326 -3.207 -2.395 0.34 0.28 0.00 -0.18
C -0.390 -3.511 -3.553 0.10 0.11 -0.04 -0.22
C 0.121 -3.167 -4.810 0.16 0.02 0.22 -0.20
C 1.360 -2.523 -4.907 -0.14 0.00 0.21 -0.18
C 2.078 -2.211 -3.752 -0.14 0.01 0.40 -0.22
H 2.994 -4.296 -1.376 0.05 0.20 0.10 0.23
H 4.312 -3.095 -1.404 -0.22 -0.13 0.10 0.20
H 3.419 -3.417 0.117 0.02 -0.05 -0.31 0.21
H 0.681 -0.092 -1.585 0.39 0.27 0.05 0.25
H 2.181 2.107 -0.874 -0.76 -0.10 0.46 0.25
H 1.213 1.380 0.555 -0.58 0.36 0.48 0.17
H 4.245 1.234 -0.045 -0.27 -0.03 0.15 0.24
H 3.362 1.039 1.488 0.02 0.14 -0.32 0.24
H 3.276 -1.283 1.253 0.03 0.12 -0.35 0.24
H 4.477 -1.084 -0.032 -0.36 0.01 0.01 0.24
H -0.041 -3.479 -1.401 0.04 0.06 -0.36 0.21
H -1.350 -4.019 -3.467 0.24 0.11 -0.09 0.23
H -0.439 -3.414 -5.714 0.17 0.08 0.29 0.23
H 1.773 -2.256 -5.878 -0.14 -0.10 0.20 0.23
H 3.049 -1.713 -3.801 -0.31 -0.15 -0.08 0.23
C -3.921 5.019 -2.408 0.02 0.17 -0.18 -0.41
N -4.068 3.703 -1.833 0.10 -0.02 -0.01 -0.39
C -5.345 3.095 -2.138 -0.22 0.04 -0.08 -0.40
C -3.059 3.101 -1.144 0.00 -0.08 0.20 0.23
C -3.269 1.905 -0.407 0.36 0.26 0.14 -0.28
C -2.261 1.407 0.408 -0.14 -0.12 -0.54 -0.17
C -0.985 1.978 0.435 0.97 0.10 -0.26 -0.07
C 0.166 1.458 1.248 -2.12 1.05 2.10 -0.19
C -0.043 0.273 2.081 0.54 -0.26 -0.89 -0.18
C 0.641 0.065 3.337 -0.28 -0.74 0.12 -0.01
C 1.677 0.736 3.986 0.16 -0.28 0.61 -0.22
C 2.242 0.137 5.126 -0.17 0.33 -0.49 -0.22
C 1.755 -1.082 5.634 -0.61 -0.18 -0.37 -0.20
C 0.666 -1.730 5.021 0.55 0.24 0.48 -0.23
C 0.152 -1.158 3.869 0.27 0.29 -0.69 0.12
N -0.746 -1.693 2.942 0.10 0.53 -0.40 -0.33
C -1.530 -2.896 3.119 -0.35 -0.14 0.03 -0.40
C -0.828 -0.861 1.858 0.52 0.27 0.75 0.06
C -0.769 3.154 -0.308 -0.54 -0.17 -0.12 -0.17
C -1.773 3.709 -1.082 0.13 -0.16 0.16 -0.29
H -3.198 5.628 -1.856 -0.29 -0.11 -0.11 0.21
H -3.613 4.960 -3.462 0.01 0.11 0.13 0.20
H -4.896 5.515 -2.366 0.20 0.02 -0.04 0.21
H -5.422 2.065 -1.790 0.05 0.25 -0.11 0.21
H -6.147 3.693 -1.686 0.03 -0.22 0.01 0.20
H -5.508 3.113 -3.226 0.05 -0.12 0.20 0.20
H -4.230 1.392 -0.429 0.32 0.28 0.16 0.22
H -2.491 0.561 1.048 -0.01 0.26 -0.21 0.21
H 0.479 2.271 1.934 0.40 -0.27 -0.55 0.23
H 2.021 1.696 3.593 0.10 -0.32 0.26 0.21
H 3.084 0.622 5.622 -0.28 -0.13 -0.12 0.23
H 2.234 -1.531 6.505 -0.24 0.19 -0.25 0.23
H 0.233 -2.649 5.410 0.30 0.12 0.06 0.22
H -1.019 -3.565 3.818 -0.10 0.06 -0.28 0.22
H -2.527 -2.666 3.522 0.30 -0.04 -0.04 0.22
H -1.664 -3.391 2.148 0.13 0.04 0.30 0.22
H -1.454 -1.109 1.009 0.18 -0.10 0.22 0.23
H 0.200 3.652 -0.263 -0.17 -0.13 -0.06 0.21
H -1.562 4.620 -1.640 -0.06 -0.37 0.17 0.22
```
Positions in Å, forces in eV/Å.

Summary:
relative energy (zero: lowest compared OMol25 entry of this formula, charge and spin): 1.610 eV
HOMO level: -0.359 Eh
orbital gap: 6.1 eV
max |F|: 3.16 eV/Å
charge: +1

---

No. 2
DFT (wB97M-V/def2-TZVPD) results for C30H34NOP2Pd as an isolated structure.

Geometry as XYZ:
```
69
Properties=species:S:1:pos:R:3:forces:R:3:nbo_charge:R:1
Pd -0.494 -1.258 0.100 3.11 -2.24 0.59 0.38
C 1.205 1.498 -0.587 0.26 0.80 -0.60 -0.70
C 2.325 0.526 -0.237 0.23 0.42 0.24 -0.74
P 1.884 -1.225 0.100 -0.37 0.00 -1.34 0.95
C 1.637 -2.030 -1.526 0.47 -0.44 -0.98 -0.37
C 1.060 -1.377 -2.622 0.03 -0.23 -0.33 -0.24
C 0.849 -2.038 -3.838 0.01 -0.04 0.35 -0.20
C 1.200 -3.376 -3.978 -0.06 0.10 -0.03 -0.20
C 1.748 -4.056 -2.897 -0.04 0.35 0.43 -0.21
C 1.952 -3.392 -1.682 0.07 -0.05 -0.23 -0.14
C 3.540 -1.847 0.579 0.03 -0.49 0.92 -0.26
C 4.635 -1.835 -0.300 -0.05 0.02 -0.08 -0.23
C 5.885 -2.308 0.106 -0.42 0.14 0.04 -0.19
C 6.058 -2.794 1.399 -0.22 0.01 0.11 -0.18
C 4.982 -2.808 2.285 -0.03 0.12 -0.20 -0.21
C 3.731 -2.336 1.879 0.20 -0.06 -0.04 -0.21
P -0.461 1.130 0.100 10.96 -0.74 7.21 1.03
C -0.182 1.079 1.900 0.15 0.79 0.97 -0.37
C -0.831 0.077 2.639 -0.04 0.16 0.33 -0.21
C -0.645 -0.034 4.019 0.08 0.15 -0.21 -0.20
C 0.194 0.858 4.681 -0.04 -0.04 -0.12 -0.20
C 0.843 1.861 3.964 0.01 -0.02 -0.31 -0.15
C 0.654 1.972 2.583 -0.06 -0.07 0.45 -0.22
C -1.303 2.738 -0.156 0.19 2.67 0.73 -0.39
C -1.317 3.313 -1.438 0.07 0.52 0.05 -0.21
C -1.942 4.542 -1.676 0.22 -0.49 0.11 -0.20
C -2.577 5.213 -0.636 -0.06 -0.06 0.24 -0.19
C -2.601 4.648 0.635 0.04 -0.16 -0.30 -0.21
C -1.980 3.416 0.869 0.15 -0.10 0.04 -0.14
H 1.113 1.547 -1.677 -0.18 0.01 0.06 0.24
H 1.526 2.506 -0.294 -0.22 -0.06 -0.01 0.25
H 2.802 0.898 0.680 -0.08 -0.30 -0.03 0.26
H 3.099 0.594 -1.011 -0.11 -0.20 0.09 0.26
H 0.735 -0.347 -2.559 0.17 0.11 0.09 0.20
H 0.397 -1.506 -4.671 0.10 -0.05 0.14 0.22
H 1.031 -3.891 -4.920 0.05 0.09 0.13 0.23
H 2.009 -5.107 -2.988 -0.03 0.17 0.06 0.23
H 2.362 -3.964 -0.852 -0.01 0.20 -0.09 0.21
H 4.524 -1.464 -1.317 -0.08 -0.08 0.12 0.22
H 6.720 -2.296 -0.590 -0.17 0.02 0.09 0.23
H 7.030 -3.163 1.715 -0.16 0.05 -0.04 0.23
H 5.116 -3.186 3.295 -0.05 0.06 -0.16 0.23
H 2.906 -2.353 2.588 0.07 0.00 -0.16 0.22
H -1.486 -0.637 2.142 0.08 0.25 0.27 0.23
H -1.153 -0.819 4.572 0.07 0.12 -0.11 0.23
H 0.343 0.771 5.754 -0.02 0.03 -0.17 0.23
H 1.497 2.559 4.480 -0.09 -0.10 -0.10 0.22
H 1.166 2.772 2.054 -0.08 -0.06 -0.02 0.21
H -0.846 2.808 -2.278 0.02 0.05 0.09 0.21
H -1.935 4.969 -2.675 0.05 -0.11 0.16 0.23
H -3.062 6.168 -0.817 0.09 -0.15 0.02 0.23
H -3.107 5.160 1.450 0.10 -0.13 -0.12 0.23
H -2.039 3.002 1.873 0.18 -0.03 -0.16 0.23
C -5.180 0.590 -1.213 -0.18 0.77 -0.53 -0.42
N -4.402 -0.414 -0.500 1.25 0.39 -0.13 -0.40
C -5.096 -1.459 0.243 -0.01 -0.83 0.59 -0.42
C -3.028 -0.398 -0.511 -2.18 1.20 -1.23 0.69
C -2.218 0.643 -1.250 -4.21 -1.24 -3.77 -0.61
O -2.408 -1.258 0.100 -1.83 -1.46 0.82 -0.62
H -6.273 0.429 -1.099 0.88 -0.12 0.09 0.23
H -4.950 0.547 -2.298 -0.20 0.17 0.61 0.21
H -4.950 1.601 -0.815 -0.22 -0.50 -0.37 0.21
H -6.199 -1.362 0.174 0.86 0.21 -0.15 0.23
H -4.816 -1.407 1.317 -0.15 -0.18 -0.64 0.22
H -4.816 -2.456 -0.160 -0.13 0.56 0.38 0.23
H -2.827 1.395 -1.785 0.09 -0.52 0.33 0.24
H -1.571 0.138 -1.998 -0.25 0.19 0.53 0.26
H -1.571 1.183 -0.527 -8.40 -0.96 -4.96 0.06
H -0.494 -2.950 0.100 0.07 1.40 0.24 -0.13
```
Positions in Å, forces in eV/Å.

Summary:
HOMO level: -0.387 Eh
orbital gap: 7.9 eV
max |F|: 13.14 eV/Å
charge: +1

---

No. 3
DFT (wB97M-V/def2-TZVPD) results for a 2-piece molecular cluster, C30H35BF3NO2 overall.

Geometry as XYZ:
```
72
Properties=species:S:1:pos:R:3:forces:R:3:mulliken_charge:R:1
C 2.293 2.655 -4.577 0.15 0.17 0.02 -1.97
C 2.255 1.431 -3.676 0.53 -0.04 0.16 1.89
C 2.168 0.213 -4.600 0.12 -0.29 -0.10 -1.92
C 3.464 1.294 -2.627 -0.22 0.12 -0.43 1.65
C 4.707 0.592 -3.154 0.02 -0.10 -0.19 -1.91
C 3.902 2.652 -2.083 -0.04 0.32 -0.06 -2.03
O 2.895 0.528 -1.582 0.79 0.21 -0.62 -0.65
B 1.468 0.711 -1.675 -1.84 -0.70 1.90 1.76
C 0.714 -0.760 -1.830 0.77 0.98 0.08 -0.33
C 1.357 -1.925 -1.437 -0.70 -1.41 0.12 -0.22
C 0.707 -3.170 -1.528 0.53 0.69 0.06 -1.10
C -0.578 -3.231 -2.055 -0.45 -0.59 -0.03 0.43
C -1.284 -4.566 -2.107 0.27 0.20 -0.15 0.76
F -2.570 -4.470 -2.546 0.73 -0.23 0.30 -0.30
F -0.644 -5.447 -2.941 -0.56 0.36 0.64 -0.27
F -1.325 -5.155 -0.870 -0.08 0.08 -0.76 -0.27
C -1.203 -2.086 -2.528 0.30 0.78 -0.01 -0.91
C -0.535 -0.852 -2.422 -0.92 -1.07 -0.09 -0.53
C 0.907 1.473 -0.213 0.81 -0.46 -1.71 0.77
C 1.312 0.622 0.956 0.09 -0.15 0.08 -1.32
C -0.562 1.748 -0.333 -0.36 0.13 0.05 -0.91
O 1.124 1.505 -2.830 0.55 0.72 -0.50 -0.79
H 3.197 2.627 -5.200 -0.13 0.15 0.10 0.32
H 1.423 2.639 -5.244 0.12 -0.02 0.12 0.48
H 2.260 3.586 -4.005 0.07 -0.10 -0.05 0.35
H 2.997 0.232 -5.322 -0.16 -0.09 0.14 0.40
H 2.199 -0.738 -4.053 -0.03 0.24 -0.09 0.29
H 1.228 0.262 -5.166 0.14 -0.04 0.18 0.43
H 5.145 1.175 -3.977 -0.04 -0.22 0.09 0.33
H 5.452 0.522 -2.352 -0.12 0.04 -0.11 0.45
H 4.486 -0.425 -3.495 0.02 0.20 0.01 0.37
H 4.442 3.214 -2.857 -0.11 0.02 0.15 0.41
H 3.047 3.248 -1.740 0.16 -0.15 -0.08 0.32
H 4.587 2.497 -1.240 -0.16 -0.01 -0.10 0.42
H 2.370 -1.910 -1.050 -0.05 0.23 0.00 0.40
H 1.225 -4.065 -1.194 -0.18 0.00 -0.07 0.37
H -2.191 -2.119 -2.982 0.17 -0.16 0.11 0.44
H -1.040 0.021 -2.825 0.23 0.07 0.12 0.48
H 1.465 2.421 -0.199 -0.07 -0.05 0.09 0.04
H 2.401 0.474 0.962 -0.23 0.03 0.07 0.32
H 1.028 1.087 1.914 -0.08 0.05 0.39 0.19
H 0.848 -0.372 0.909 -0.02 0.09 0.07 0.18
H -0.764 2.350 -1.229 -0.01 -0.09 0.20 0.34
H -1.137 0.818 -0.426 0.01 0.08 0.10 0.14
H -0.944 2.304 0.538 -0.22 0.05 0.11 -0.22
C -1.636 3.083 3.389 0.45 1.09 -0.29 -1.72
C -1.044 1.775 3.655 -1.38 -2.12 1.00 0.51
N -1.775 0.662 3.684 1.49 2.23 -0.73 0.44
C -1.313 -0.575 4.196 0.01 -1.33 0.49 0.27
C -0.169 -0.807 4.940 -0.13 -0.14 -0.06 -0.35
C 0.070 -2.117 5.383 -0.40 0.11 -0.31 -0.80
C -0.843 -3.142 5.071 0.00 0.27 -0.08 -0.67
C -2.021 -2.877 4.355 0.15 0.42 -0.09 -0.37
C -2.269 -1.571 3.923 1.23 -0.31 0.57 0.47
C -3.356 -0.941 3.210 -0.73 0.68 -0.66 0.18
C -3.047 0.434 3.075 -1.03 -0.76 0.04 0.69
C -3.926 1.317 2.466 -0.05 0.13 -0.04 -0.35
C -5.122 0.816 1.930 0.29 -0.42 0.23 -0.95
C -5.414 -0.553 2.024 0.13 0.21 0.04 -0.68
C -4.544 -1.439 2.675 0.35 0.40 0.04 -0.44
H -0.923 3.841 3.737 -0.30 -0.10 -0.09 0.38
H -1.801 3.283 2.320 0.07 -0.21 0.20 0.31
H -2.594 3.203 3.914 0.30 -0.09 -0.06 0.49
H -0.045 1.691 4.101 -0.41 -0.03 -0.47 0.37
H 0.487 0.029 5.167 0.17 -0.37 0.12 0.35
H 0.962 -2.346 5.967 -0.29 0.11 -0.23 0.40
H -0.619 -4.161 5.394 -0.15 0.35 -0.09 0.39
H -2.740 -3.654 4.108 0.23 -0.01 0.17 0.43
H -3.693 2.370 2.429 -0.28 -0.16 -0.28 0.34
H -5.828 1.492 1.441 0.34 -0.24 0.19 0.41
H -6.337 -0.923 1.576 0.26 0.04 0.18 0.40
H -4.759 -2.500 2.762 -0.10 0.20 -0.10 0.44
```
Positions in Å, forces in eV/Å.

Summary:
HOMO level: -0.234 Eh
orbital gap: 3.6 eV
max |F|: 2.79 eV/Å

---

No. 4
DFT (wB97M-V/def2-TZVPD) results for C30H35Cl2CrN2O4Sb2 as an isolated structure.

Geometry as XYZ:
```
76
Properties=species:S:1:pos:R:3:forces:R:3:lowdin_spin:R:1
Cr 0.237 -0.454 0.252 0.01 0.06 0.01 1.01
O 1.048 1.166 0.806 -0.04 -0.03 -0.02 -0.01
C 1.705 2.066 0.103 0.01 0.03 -0.03 0.00
C 2.264 3.162 0.780 0.01 -0.01 0.00 0.00
C 2.994 4.114 0.106 -0.01 0.00 0.02 0.00
C 3.186 4.031 -1.276 0.01 0.01 -0.02 0.00
C 2.618 2.985 -1.959 -0.01 -0.02 0.01 0.00
C 1.881 1.989 -1.296 0.01 0.01 0.03 0.00
C 1.276 0.964 -2.101 0.00 -0.01 0.01 0.01
N 0.629 -0.056 -1.670 0.01 -0.01 -0.05 -0.01
C 0.005 -0.935 -2.665 0.02 0.02 0.01 0.00
C -1.265 -1.499 -2.044 0.01 -0.02 0.00 0.00
N -0.872 -1.924 -0.705 -0.02 0.07 0.02 -0.01
C -0.998 -3.142 -0.349 -0.03 -0.06 -0.03 0.00
C -0.283 -3.710 0.770 0.03 0.00 0.00 0.00
C -0.666 -4.942 1.313 -0.01 0.00 0.02 0.00
C 0.118 -5.583 2.245 -0.02 0.00 -0.01 0.00
C 1.346 -5.014 2.594 0.03 0.01 0.01 0.00
C 1.762 -3.817 2.051 0.01 0.01 0.00 0.00
C 0.941 -3.112 1.153 0.00 0.02 0.01 0.00
O 1.330 -1.944 0.689 -0.04 -0.05 -0.02 0.03
H 2.106 3.229 1.849 0.00 0.00 0.00 0.00
H 3.419 4.943 0.658 0.00 0.00 0.00 0.00
H 3.750 4.791 -1.799 0.00 0.00 0.00 0.00
H 2.726 2.915 -3.036 0.00 0.00 0.00 0.00
H 1.358 1.103 -3.179 -0.01 0.00 0.00 0.00
H -0.227 -0.382 -3.575 0.00 0.00 0.00 0.00
H 0.697 -1.752 -2.889 0.00 -0.01 0.00 0.00
H -1.999 -0.697 -1.990 0.00 0.00 -0.01 0.00
H -1.663 -2.330 -2.632 0.00 0.00 0.00 0.00
H -1.586 -3.823 -0.970 0.00 0.00 0.00 0.00
H -1.600 -5.387 0.987 0.00 0.00 0.00 0.00
H -0.194 -6.522 2.679 0.00 0.00 -0.01 0.00
H 1.989 -5.524 3.301 0.00 0.01 0.00 0.00
H 2.720 -3.387 2.310 0.00 0.00 0.00 0.00
C -3.897 1.012 -0.729 0.00 -0.03 -0.01 -0.01
Sb -2.240 0.587 0.537 0.01 0.00 0.08 -0.02
C -3.334 -0.970 1.584 -0.01 0.01 -0.01 -0.01
C -2.369 2.179 1.977 0.00 0.02 -0.05 0.00
C -2.916 1.769 3.302 0.00 -0.03 0.03 0.00
C -4.293 1.813 3.517 0.00 0.00 0.01 0.00
C -4.858 1.390 4.709 -0.01 0.01 0.00 0.00
C -4.039 0.915 5.723 0.00 0.00 0.00 0.00
C -2.667 0.883 5.530 0.00 -0.02 -0.01 0.00
C -2.086 1.303 4.334 0.00 0.00 -0.01 0.00
C -0.597 1.239 4.179 0.01 0.04 0.02 0.00
Sb 0.082 -0.452 3.036 -0.01 -0.07 0.02 -0.01
C 2.122 -0.341 3.624 0.00 0.00 0.02 0.00
C -0.611 -1.975 4.364 0.01 0.01 0.02 0.00
H -3.881 2.072 -0.970 -0.01 0.00 0.00 0.00
H -4.801 0.756 -0.176 0.00 0.01 -0.01 0.00
H -3.860 0.442 -1.654 0.02 0.00 0.00 0.00
H -4.219 -0.561 2.072 0.01 0.00 0.00 0.00
H -2.732 -1.490 2.329 0.01 0.01 0.00 0.00
H -3.654 -1.701 0.836 0.00 0.00 0.00 0.00
H -3.008 2.911 1.484 -0.01 0.00 0.01 0.00
H -1.370 2.606 2.017 0.00 -0.01 -0.01 0.00
H -4.930 2.188 2.723 0.00 0.00 0.00 0.00
H -5.930 1.435 4.846 0.00 0.00 0.00 0.00
H -4.463 0.584 6.662 0.00 0.00 0.00 0.00
H -2.023 0.530 6.328 0.00 0.00 0.00 0.00
H -0.114 1.144 5.153 -0.01 0.01 0.00 0.00
H -0.190 2.123 3.688 -0.01 0.00 -0.01 0.00
H 2.194 -0.228 4.705 0.01 0.00 0.00 0.00
H 2.571 0.516 3.126 0.00 0.00 0.00 0.00
H 2.644 -1.242 3.311 -0.01 0.00 0.00 0.00
H -0.059 -1.924 5.303 0.00 0.00 0.00 0.00
H -0.472 -2.957 3.913 0.00 0.01 -0.01 0.00
H -1.671 -1.817 4.564 0.00 0.00 0.00 0.00
Cl -3.055 4.687 -2.523 -0.01 0.01 0.00 0.00
C -1.389 4.045 -2.553 -0.02 0.01 -0.01 0.00
Cl -0.273 5.159 -1.754 0.01 0.00 0.00 0.00
C -1.419 2.646 -1.898 0.00 -0.04 0.06 0.00
O -1.384 2.621 -0.643 0.00 0.00 -0.06 -0.01
O -1.520 1.697 -2.688 0.01 0.02 0.00 0.00
H -1.101 3.968 -3.594 0.00 0.00 -0.01 0.00
```
Positions in Å, forces in eV/Å.

Summary:
relative energy (zero: lowest compared OMol25 entry of this formula, charge and spin): 0.000 eV
HOMO level (spin up / spin down): -0.301 / -0.299 Eh
orbital gap (spin up / spin down): 7.9 / 7.8 eV
max |F|: 0.08 eV/Å
spin multiplicity: 2